Below is a cluster of 6 separate species, C41H66BF8N2O19P2S2 in total at a distorted geometry, with properties calculated with ωB97M-V with the def2-TZVPD basis set.

XYZ file:
```
141
C41H66BF8N2O19P2S2 ωB97M-V with the def2-TZVPD basis set
C -4.258 -6.487 -5.248
C -2.728 -6.418 -5.077
O -2.265 -5.182 -5.665
P -0.789 -4.684 -5.221
O -0.207 -4.000 -6.370
C -0.931 -3.471 -3.830
C -2.424 -3.267 -3.495
C -2.719 -2.553 -2.166
C -2.243 -1.080 -1.954
C -1.716 -0.387 -3.218
C -2.614 -0.344 -4.457
F -2.038 -1.059 -5.483
C -3.483 -0.272 -1.516
N -3.225 0.838 -0.515
N -4.520 1.149 0.059
C -5.176 1.975 -0.569
S -6.155 2.707 -1.499
C -2.303 0.410 0.624
C -2.040 1.588 1.580
C -2.298 2.999 1.015
O -3.589 3.487 1.377
P -3.447 -0.742 1.737
C -3.473 -2.463 1.128
O -2.652 -0.894 3.174
C -1.039 -0.232 0.030
B 0.064 0.847 -0.587
C 1.070 0.472 -1.752
O 0.174 2.095 -0.061
S 0.014 -1.185 1.250
O 1.103 -1.680 0.462
O -0.675 -2.266 1.887
C 0.791 -0.193 2.586
F 1.263 1.020 2.251
F -0.086 0.009 3.580
C 2.024 -0.979 3.212
F 2.047 -0.682 4.522
F 1.917 -2.300 3.109
C 3.395 -0.509 2.624
F 3.370 -0.348 1.310
F 3.833 0.589 3.238
F 4.290 -1.479 2.901
O -1.200 -1.189 -0.980
O 0.161 -5.920 -4.828
C 0.066 -6.478 -3.497
C 1.476 -6.628 -2.929
H -4.586 -5.880 -6.086
H -4.540 -7.532 -5.356
H -4.711 -6.093 -4.338
H -2.288 -7.249 -5.627
H -2.526 -6.465 -4.007
H -0.395 -3.843 -2.956
H -0.444 -2.596 -4.241
H -2.991 -2.910 -4.349
H -2.817 -4.278 -3.349
H -2.250 -3.186 -1.415
H -3.790 -2.658 -1.985
H -1.564 0.668 -2.936
H -0.720 -0.710 -3.501
H -2.718 0.675 -4.827
H -3.620 -0.731 -4.263
H -3.930 0.239 -2.369
H -4.298 -0.857 -1.101
H -2.849 1.639 -1.033
H -1.015 1.591 1.936
H -2.654 1.523 2.477
H -1.587 3.660 1.496
H -2.098 3.112 -0.055
H -3.493 4.374 1.732
H -4.315 -2.620 0.453
H -2.564 -2.864 0.689
H -3.693 -3.074 2.005
H -3.198 -0.462 3.839
H 2.053 0.887 -1.523
H 1.181 -0.598 -1.901
H 0.729 0.952 -2.674
H 0.536 2.728 -0.693
H -0.343 -7.485 -3.610
H -0.619 -5.945 -2.835
H 2.154 -6.652 -3.782
H 1.587 -7.596 -2.448
H 1.782 -5.810 -2.281
O 4.205 0.149 -3.145
C 5.251 -0.093 -2.617
O 6.343 -0.515 -3.293
C 7.406 -0.823 -2.372
C 7.081 -0.036 -1.110
C 5.555 -0.023 -1.135
H 7.412 -1.901 -2.200
H 8.356 -0.533 -2.814
H 7.509 -0.472 -0.209
H 7.459 0.983 -1.201
H 5.130 -0.903 -0.649
H 5.142 0.884 -0.701
O 0.230 -3.004 10.375
C 0.147 -2.661 9.237
O -0.352 -1.451 8.862
C -0.424 -1.371 7.432
C 0.579 -2.394 6.922
C 0.521 -3.466 8.006
H -1.446 -1.603 7.122
H -0.183 -0.357 7.117
H 0.347 -2.762 5.923
H 1.576 -1.953 6.894
H -0.263 -4.201 7.816
H 1.475 -3.965 8.148
O 9.182 1.363 5.564
C 8.021 1.471 5.813
O 7.545 2.255 6.815
C 6.122 2.096 6.934
C 5.664 1.579 5.578
C 6.869 0.762 5.124
H 5.919 1.386 7.739
H 5.676 3.054 7.190
H 4.736 1.013 5.625
H 5.512 2.417 4.895
H 6.827 -0.267 5.484
H 6.999 0.776 4.046
O -2.710 2.553 -5.563
C -3.388 3.511 -5.338
O -3.614 3.962 -4.078
C -4.552 5.053 -4.110
C -4.479 5.615 -5.520
C -4.146 4.364 -6.337
H -5.543 4.659 -3.873
H -4.275 5.784 -3.355
H -5.390 6.120 -5.832
H -3.658 6.330 -5.591
H -5.044 3.825 -6.641
H -3.530 4.583 -7.203
O 0.024 4.963 0.725
C 0.003 6.087 1.147
O -0.824 6.468 2.144
C -0.706 7.891 2.366
C 0.657 8.266 1.805
C 0.815 7.268 0.660
H -1.524 8.390 1.842
H -0.794 8.095 3.430
H 0.722 9.307 1.499
H 1.428 8.087 2.556
H 0.376 7.635 -0.269
H 1.850 6.982 0.497
```

Charge: +1
LUMO energy: -4.05 eV
Highest occupied orbital energy: -0.4133 Eh
Electronic energy: -5443.59718 Eh

***

Below is a cluster of 2 separate species, C3H3IN2O in total at a distorted geometry, with properties calculated with ωB97M-V with the def2-TZVPD basis set.

XYZ file:
```
10
C3H3IN2O ωB97M-V with the def2-TZVPD basis set
C 0.056 -0.273 2.080
N 0.038 -1.387 1.739
O 0.040 -2.503 1.333
H 0.065 0.683 2.488
N -1.214 -1.221 -1.244
C -0.581 -0.278 -1.147
C 0.112 0.986 -1.051
I 1.225 1.275 -2.865
H -0.617 1.859 -1.099
H 0.876 0.859 -0.235
```

Charge: 0
LUMO energy: -0.24 eV
Highest occupied orbital energy: -0.3722 Eh
Relative energy (zero: lowest compared OMol25 entry of this formula, charge and spin): 71.5 kcal/mol
Electronic energy: -598.42219 Eh